Record 1
83
Properties=species:S:1:pos:R:3:forces:R:3 method="wB97M-V/def2-TZVPD" total_charge=-1 e_lumo_ev=2.507 orbital_gap_ev=5.064 e_homo_ev=-2.56
Ga 0.310888 0.042870 -0.448430 -1.0 -0.1 -0.3
C -4.956554 0.087378 -1.033419 0.0 -0.1 0.0
C -3.582774 -0.093548 -1.585963 0.0 0.2 0.0
C -3.112428 0.103278 -2.872119 0.0 0.0 -0.1
C -1.746711 -0.218541 -2.822980 -0.1 0.0 0.1
N -1.426035 -0.561947 -1.574394 0.3 0.3 -0.3
N -2.550741 -0.480964 -0.824466 0.1 -0.3 0.1
B -2.611238 -1.111245 0.600765 0.1 0.1 0.1
N -1.443114 -2.137925 0.724281 -0.1 0.0 0.0
N -0.147020 -1.880979 0.423789 0.3 0.4 0.0
C 0.558478 -2.979312 0.684359 0.1 -0.1 0.0
C -0.307474 -3.970957 1.171462 0.1 0.0 0.1
C -1.561047 -3.398643 1.183848 0.1 0.0 -0.1
C -2.853507 -4.028843 1.585937 0.0 0.1 0.0
C 2.009817 -3.124951 0.424574 0.0 0.1 0.0
C 2.810578 -2.085813 -0.055574 -0.1 -0.1 0.1
C 4.158732 -2.283060 -0.312600 0.0 0.0 0.0
C 4.742171 -3.521460 -0.088739 0.0 0.0 0.0
C 3.958931 -4.562551 0.390360 0.0 0.0 0.0
C 2.610112 -4.365535 0.640201 0.0 -0.1 0.0
N -1.777872 0.880883 1.891584 -0.3 0.0 -0.2
N -0.354803 0.675826 2.163816 0.1 0.1 0.1
C -0.048011 1.559338 3.254055 -0.1 0.2 -0.2
C -1.203923 2.256394 3.586300 0.1 0.0 0.0
C -2.267803 1.880116 2.812663 0.0 -0.1 0.0
C -3.723642 2.175852 2.877580 0.1 0.0 -0.1
C 1.298503 1.654270 3.714170 0.0 -0.1 0.1
C 2.334174 0.911611 3.106374 -0.1 0.0 0.0
C 3.649896 1.035607 3.518660 0.0 0.0 0.0
C 4.000322 1.894711 4.554235 -0.1 0.0 0.0
C 2.990258 2.630510 5.172390 0.0 0.0 0.0
C 1.673499 2.518363 4.767459 0.0 0.0 0.0
C -0.760041 -0.228065 -3.914041 0.0 0.0 0.0
C -1.003374 0.498122 -5.078499 0.0 0.1 0.0
C -0.077090 0.511682 -6.109092 0.0 0.0 0.0
C 1.107140 -0.205179 -5.987231 0.0 0.0 0.0
C 1.350934 -0.937442 -4.834653 0.0 0.0 -0.1
C 0.421322 -0.954914 -3.807811 -0.1 -0.1 0.0
H -5.572385 0.625713 -1.752141 0.0 0.0 0.0
H -4.926244 0.645452 -0.096504 0.0 0.0 0.0
H -5.429308 -0.874820 -0.824154 0.0 0.0 0.0
H -3.692135 0.408524 -3.728693 0.0 0.0 0.0
H -3.653172 -1.709582 0.694509 0.1 -0.1 0.0
H -0.065634 -4.970471 1.492227 0.0 0.0 0.0
H -2.661461 -5.046657 1.922738 0.0 0.0 0.0
H -3.548846 -4.064275 0.747453 0.0 0.0 0.0
H -3.335571 -3.474599 2.391227 0.0 0.0 0.0
H 2.389690 -1.108591 -0.246597 0.1 0.0 -0.1
H 4.745742 -1.457311 -0.695242 0.0 0.0 0.0
H 5.795272 -3.675970 -0.289274 0.0 0.0 0.0
H 4.400178 -5.536161 0.566656 0.0 0.0 0.0
H 2.019113 -5.196732 1.002916 0.0 0.0 0.0
H -1.277262 2.999928 4.369202 0.0 0.0 0.0
H -3.871258 3.015996 3.557463 0.0 0.0 0.0
H -4.311678 1.329791 3.245427 0.0 0.0 0.0
H -4.142080 2.457142 1.903186 0.0 0.0 0.0
H 2.079588 0.234851 2.299483 0.1 0.0 0.0
H 4.421472 0.466801 3.011157 0.0 0.0 0.0
H 5.030542 1.989929 4.873928 0.0 0.0 0.0
H 3.240847 3.306078 5.983376 0.0 0.0 0.0
H 0.911985 3.114048 5.258707 0.0 0.0 0.0
H -1.916669 1.075615 -5.166542 0.0 0.0 0.0
H -0.271315 1.092108 -7.002906 0.0 0.0 0.0
H 1.838750 -0.188923 -6.786500 0.0 0.0 0.0
H 2.277731 -1.485308 -4.723211 0.0 0.0 0.0
H 0.612043 -1.537319 -2.916243 0.0 0.0 0.0
C -1.544537 3.139148 -0.236162 0.0 0.1 -0.1
O -0.638832 2.589159 0.709024 -0.2 0.3 -0.2
C -0.793146 1.242804 0.823023 0.8 -0.5 0.6
O -2.673038 -0.178769 1.737199 -0.1 0.0 0.1
H -1.203266 4.148171 -0.462198 0.0 0.0 0.0
H -2.556712 3.191106 0.181420 0.0 0.0 0.1
H -1.560665 2.549110 -1.155635 0.1 0.0 0.0
C 0.984472 2.770873 -2.988828 0.0 -0.2 -0.1
O 0.565453 1.730102 -2.154860 0.1 0.4 -0.1
C 1.707449 0.931912 -1.594545 -0.4 -0.6 0.5
C 2.539431 1.859637 -0.706295 0.0 -0.1 -0.1
H 0.115836 3.118043 -3.556722 0.0 0.0 0.0
H 1.747494 2.411855 -3.695996 0.0 0.0 0.0
H 1.397352 3.618776 -2.426953 0.0 0.0 0.0
H 3.231566 2.432081 -1.337419 0.0 0.1 0.1
H 3.152575 1.251114 -0.034565 0.1 0.0 0.0
H 1.970077 2.574685 -0.090990 0.0 0.0 0.0



Record 2
89
Properties=species:S:1:pos:R:3:forces:R:3 method="wB97M-V/def2-TZVPD" e_lumo_ev="0.011 / -0.100" orbital_gap_ev="7.208 / 7.393" multiplicity=5 e_homo_ev="-7.20 / -7.49"
Cr -1.063573 0.528439 -1.677496 -0.2 -0.5 0.0
Br -0.939402 3.190442 -1.232805 -0.1 0.2 -0.1
C -2.536457 3.857928 -2.120739 0.0 0.0 -0.1
Br -2.637609 3.286438 -3.953765 0.0 0.0 0.1
H -2.496150 4.939757 -2.099289 0.1 0.0 0.0
H -3.389587 3.441706 -1.602300 0.1 -0.1 0.0
N -4.642272 -6.102937 0.186407 0.0 -0.1 0.0
C -3.991031 -4.885918 0.303741 0.0 0.1 0.0
C -4.112945 -4.127897 1.472631 0.0 0.0 0.0
C -3.432414 -2.934662 1.604526 0.0 0.0 0.0
C -2.614862 -2.486040 0.575643 0.0 0.0 0.1
C -2.479933 -3.232280 -0.587079 0.0 0.1 0.0
C -3.165008 -4.423275 -0.722504 0.0 0.0 0.0
S -1.723103 -0.984678 0.770033 0.1 -0.2 0.0
O -0.469872 -1.134685 0.028515 0.2 -0.1 0.2
O -1.639426 -0.701606 2.175918 0.0 0.0 0.1
N -2.399973 0.206872 -0.070385 0.3 0.2 -0.6
C -3.732728 0.419122 -0.183514 -0.3 0.2 0.0
N -4.084844 1.289341 -1.161891 0.1 -0.2 0.2
C -5.382372 1.462875 -1.356718 0.0 0.0 0.1
C -6.353878 0.819111 -0.604906 0.0 0.0 0.0
C -5.884294 -0.005081 0.401484 0.1 0.0 0.0
N -4.593157 -0.206585 0.631536 -0.1 0.1 0.0
H -5.447759 -6.231510 0.775170 0.0 0.0 0.0
H -4.777195 -6.441282 -0.751479 0.0 0.0 0.0
H -4.743307 -4.483231 2.279196 0.0 0.0 0.0
H -3.529232 -2.339515 2.500889 0.0 0.0 0.0
H -1.855726 -2.863632 -1.388162 0.0 0.0 0.0
H -3.060735 -4.997635 -1.635188 0.0 0.0 0.0
H -5.663389 2.149700 -2.150840 0.0 0.0 0.0
H -7.408150 0.965179 -0.783857 0.0 0.0 0.0
H -6.572468 -0.525424 1.060733 0.0 0.0 0.0
Cl -3.153632 -3.219870 -4.278932 0.0 0.0 0.0
C -1.890823 -2.145383 -4.782720 0.0 0.0 0.1
C -1.346142 -2.305921 -6.063237 0.1 0.1 -0.1
C -0.355148 -1.480810 -6.515481 0.0 0.0 0.1
Cl 0.296033 -1.703190 -8.110207 0.0 0.0 -0.1
C 0.142336 -0.443111 -5.691237 0.0 -0.1 0.0
C 1.148481 0.473509 -6.060439 0.0 0.0 0.0
C 1.539984 1.447265 -5.182883 0.0 -0.1 0.0
C 0.934301 1.509510 -3.919187 -0.1 -0.1 0.0
N 0.001331 0.661244 -3.542046 0.0 0.2 0.3
C -0.414805 -0.307047 -4.403946 0.0 0.0 0.0
C -1.461254 -1.154745 -3.905869 0.0 -0.1 -0.2
O -1.931963 -0.959906 -2.720092 0.1 0.2 0.1
H -1.726016 -3.095593 -6.696137 0.0 0.0 0.0
H 1.594940 0.393853 -7.042128 0.0 0.0 0.0
H 2.306214 2.163458 -5.441653 0.0 0.0 0.0
H 1.220459 2.269659 -3.202685 0.0 0.0 0.0
C 4.614136 3.148401 1.730843 0.0 0.0 0.0
C 3.676590 4.272017 1.303381 0.0 0.0 0.0
C 2.401855 4.387953 2.143575 0.0 0.0 0.0
C 1.291032 3.413664 1.763970 0.0 0.0 0.0
N 1.611999 2.026319 2.059104 -0.1 -0.2 0.0
C 1.894687 1.052369 1.159850 -0.1 0.0 -0.2
Se 1.884479 1.224800 -0.683256 0.0 0.1 0.0
N 2.149040 -0.087091 1.838126 -0.2 0.1 0.0
C 2.519305 -1.365373 1.229595 0.0 0.0 0.0
C 3.951279 -1.380627 0.695319 0.0 -0.1 0.0
C 5.027630 -0.955188 1.689354 0.0 0.1 0.0
C 5.248154 -1.947352 2.822777 0.0 -0.1 0.0
C 1.947581 0.135517 3.193500 0.1 0.1 0.1
C 2.005900 -0.704780 4.296723 0.0 0.0 -0.1
C 1.735189 -0.143639 5.531999 0.0 0.0 0.0
C 1.415025 1.208650 5.668905 0.0 0.0 0.1
C 1.350106 2.048531 4.571849 0.0 0.0 -0.1
C 1.618789 1.484060 3.332062 0.1 -0.1 0.2
H 5.547254 3.183096 1.167484 0.0 0.0 0.0
H 4.176553 2.165949 1.562149 0.0 0.0 0.0
H 4.862439 3.228769 2.791923 0.0 0.0 0.0
H 3.404658 4.141568 0.252040 0.0 0.0 0.0
H 4.213523 5.221565 1.367990 0.0 0.0 0.0
H 1.982915 5.392458 2.040731 0.0 0.0 -0.1
H 2.650196 4.274809 3.203680 0.0 0.0 0.0
H 1.097686 3.460261 0.693929 0.0 0.0 0.0
H 0.363365 3.650993 2.290303 0.0 0.0 0.0
H 1.797598 -1.563284 0.438785 0.0 0.0 0.0
H 2.380278 -2.121689 2.001535 0.0 0.0 0.0
H 3.996076 -0.753414 -0.194198 0.0 0.1 0.0
H 4.149135 -2.405857 0.366129 0.0 0.0 0.0
H 4.783300 0.029531 2.099344 0.0 0.0 0.0
H 5.964598 -0.819054 1.143883 0.0 0.0 0.0
H 4.347053 -2.093759 3.418403 0.0 0.0 0.0
H 6.029058 -1.606881 3.503665 0.0 0.0 0.0
H 5.546462 -2.923603 2.434182 0.0 0.0 0.0
H 2.228722 -1.757400 4.202420 0.0 0.0 0.0
H 1.762263 -0.770533 6.412930 0.0 0.0 0.0
H 1.203675 1.604027 6.653246 0.0 0.0 0.0
H 1.088955 3.092295 4.677138 0.0 0.0 0.0